Computed, not measured: a single C5H11N molecule, with wB97M-V/def2-TZVPD.

```
17
Properties=species:S:1:pos:R:3
H 0.523 0.006 1.523
H -1.936 1.658 -1.224
H 0.421 1.964 -1.477
C -1.670 1.340 -0.210
H 2.270 -1.578 0.806
C 0.242 -1.709 0.257
N -0.492 0.514 -0.285
C 1.493 -2.150 0.305
H -1.575 2.246 0.414
C -0.227 -0.393 0.815
H 1.796 -3.086 -0.152
H 1.334 0.456 -1.303
H -0.517 -2.271 -0.283
H -2.505 0.745 0.175
H -1.153 -0.543 1.384
C 0.696 1.172 -0.775
H 1.299 1.631 0.031
```

Calculated values
- HOMO-LUMO gap: 9.42 eV
- Energy relative to the best compared isomer or geometry (same formula, charge and spin): 126.11 kJ/mol
- Charge: 0
- Structure (SMILES): C=CCN(C)C
- E_tot: -251.8145 hartree
- Highest occupied orbital energy: -8.25 eV